[1]
14
Properties=species:S:1:pos:R:3:forces:R:3:lowdin_charge:R:1 method="wB97M-V/def2-TZVPD" gap_ev="7.971 / 7.970" multiplicity=1 lumo_energy_ev="-0.90 / -0.90" charge=0
C 1.4288 -1.9991 0.4999 1.526 -0.568 1.532 -0.0886
C 0.3941 -0.9857 0.4055 -0.506 -1.497 1.130 -0.1692
C 2.8345 -0.4205 -0.3702 -2.393 -1.686 -1.159 0.0019
C -0.3788 1.2251 0.0187 -1.900 -0.641 1.207 -0.0982
N 2.5446 -1.4499 0.2063 1.185 -0.184 -0.859 0.1078
N 0.5934 0.1714 -0.0280 1.106 -0.509 0.024 -0.0006
N 3.7384 0.5202 -0.2952 1.404 3.297 0.466 -0.4466
O 3.4608 1.7078 -0.3286 -0.556 0.265 -0.085 0.0766
O 4.8627 0.0849 -0.2331 1.760 -0.703 0.064 0.0992
H 1.6497 -2.9163 1.1190 -1.765 0.804 -0.920 0.1400
H -0.4623 -1.3274 0.9063 -1.971 0.053 0.231 0.1051
H -0.4287 1.5958 -0.9789 0.030 1.081 -0.436 0.0672
H -0.0113 1.8960 0.8021 -0.107 0.515 -0.680 0.0875
H -1.4965 0.9816 0.3267 2.187 -0.226 -0.514 0.1179

[2]
18
Properties=species:S:1:pos:R:3:forces:R:3:lowdin_charge:R:1 method="wB97M-V/def2-TZVPD" gap_ev=11.230 multiplicity=1 lumo_energy_ev=-2.95 charge=+1
C -1.6199 2.0554 2.2418 -0.142 -0.664 -0.697 -0.0645
C -1.0406 1.7098 0.8935 -0.405 0.851 0.809 -0.1197
C 0.2434 1.5118 0.6718 -0.145 -1.694 -0.467 -0.0831
N 0.6531 1.0954 -0.6939 -0.379 0.573 -0.846 0.1576
H -2.6320 1.6468 2.2448 0.126 -0.192 0.422 0.0852
H -1.7653 3.1226 2.3545 0.282 0.286 0.031 0.0882
H -1.0034 1.6382 3.0329 -0.170 0.175 0.227 0.0851
H -1.7969 1.6778 0.1151 0.369 0.085 -0.403 0.1234
H 0.9884 1.2739 1.4170 0.051 0.530 0.089 0.1291
H 0.1711 1.7062 -1.3570 0.098 0.058 -0.010 0.1627
H 0.4510 0.1117 -1.0640 -0.083 -0.198 0.722 0.0888
H 1.6382 1.2156 -0.8845 0.457 0.275 0.232 0.1563
H 0.5528 -2.2097 -1.4132 0.057 0.123 0.360 0.0257
H 0.3759 -1.3880 -2.6935 -0.100 0.136 -0.045 0.0841
O 0.3439 -1.3020 -1.7342 0.025 -0.301 -0.420 -0.0442
H 1.8321 -4.0555 -0.4745 0.046 -0.001 -0.052 0.0753
H 0.3409 -4.1638 -0.1309 -0.063 -0.069 -0.005 0.0749
O 0.9619 -3.7277 -0.7220 -0.024 0.028 0.050 -0.0249

[3]
57
Properties=species:S:1:pos:R:3:forces:R:3:lowdin_charge:R:1 method="wB97M-V/def2-TZVPD" gap_ev=9.832 smiles=COC[C@H](C)N.COC[C@H](C)N.COC[C@H](C)N.O.O multiplicity=1 lumo_energy_ev=0.59 charge=0
C 18.1255 -1.8295 -28.2890 -0.698 0.036 0.277 -0.1078
O 19.0466 -2.6284 -27.5890 0.260 0.069 -0.243 -0.1841
C 18.4642 -3.3219 -26.5204 -0.613 -0.170 0.652 -0.2336
C 19.5477 -3.9077 -25.6464 1.460 0.723 0.901 -0.4053
C 19.0329 -4.7373 -24.4871 -0.881 -1.033 -0.318 -0.0717
N 20.3444 -2.7610 -25.1135 -1.185 -0.047 0.192 0.0314
H 17.5842 -1.1561 -27.6089 0.099 -0.051 0.070 0.0896
H 17.3682 -2.4621 -28.7672 0.078 0.093 -0.210 0.0898
H 18.6288 -1.2015 -29.0183 0.234 -0.265 -0.082 0.0879
H 17.8553 -2.6321 -25.9118 0.265 0.141 0.116 0.1344
H 17.7273 -4.0868 -26.8061 0.351 -0.152 -0.502 0.1302
H 20.3008 -4.4897 -26.1875 -0.741 -0.398 -0.608 0.1383
H 18.5511 -4.1645 -23.6952 0.384 0.305 0.020 0.0796
H 19.8035 -5.4068 -24.1033 0.181 0.397 0.314 0.0772
H 18.2550 -5.4428 -24.8151 0.060 0.122 -0.241 0.0754
H 21.2773 -3.0332 -24.8439 0.199 0.088 -0.467 0.0804
H 20.3061 -2.0446 -25.8254 0.733 0.117 0.070 0.0715
C 22.1362 -5.4089 -17.2209 1.355 -1.167 -0.786 -0.1269
O 21.4310 -6.1194 -16.2413 -0.047 0.112 0.120 -0.1889
C 20.7815 -5.2531 -15.3278 -0.920 -0.077 -0.762 -0.2140
C 20.1110 -6.0639 -14.2615 -0.069 -1.329 2.075 -0.4447
C 19.2425 -5.2251 -13.3365 -0.017 1.091 -0.149 -0.0770
N 21.1355 -6.7897 -13.4675 0.513 0.029 -0.536 0.0303
H 22.5928 -6.1299 -17.9141 -0.539 -0.290 0.052 0.0893
H 23.0662 -4.9808 -16.8272 -0.516 0.851 0.272 0.0949
H 21.5296 -4.7597 -17.8547 -0.077 0.463 0.450 0.0846
H 21.4724 -4.5042 -14.9292 0.058 -0.127 0.225 0.1375
H 19.9740 -4.7323 -15.8667 0.182 0.232 -0.001 0.1287
H 19.4270 -6.8446 -14.6196 0.055 0.412 -0.987 0.1357
H 18.7718 -5.7679 -12.5181 -0.022 -0.403 -0.273 0.0740
H 18.4704 -4.7497 -13.9505 -0.179 -0.103 0.206 0.0759
H 19.7684 -4.4038 -12.8384 0.326 -0.119 -0.214 0.0794
H 20.7314 -7.5643 -12.9518 -0.305 0.253 0.140 0.0665
H 21.7222 -7.2653 -14.1518 0.179 0.175 0.113 0.0617
C 21.3350 -9.3467 -20.7290 -0.118 -0.515 0.180 -0.1080
O 20.5242 -8.2204 -20.5040 -0.196 0.131 -0.432 -0.1835
C 19.1700 -8.5643 -20.3623 -0.236 -1.066 0.396 -0.2281
C 18.3316 -7.3462 -20.0929 -0.526 1.586 -0.272 -0.4458
C 18.8348 -6.6060 -18.8507 0.526 -1.475 0.272 -0.0564
N 16.9257 -7.7018 -19.9306 0.428 -0.500 0.425 0.0422
H 22.3134 -9.0022 -21.0510 0.102 0.003 0.293 0.0899
H 20.9643 -10.0344 -21.5027 -0.263 0.377 -0.166 0.0871
H 21.3624 -9.9577 -19.8173 0.412 0.116 0.023 0.0927
H 18.8236 -9.1529 -21.2254 -0.054 0.433 -0.298 0.1286
H 19.0104 -9.2771 -19.5332 0.247 0.227 0.210 0.1356
H 18.4358 -6.6395 -20.9306 0.189 -0.251 -0.259 0.1183
H 18.7164 -7.3183 -18.0275 -0.178 0.314 0.248 0.0936
H 18.3951 -5.6468 -18.5919 -0.227 -0.005 -0.291 0.0905
H 19.9164 -6.5250 -18.9489 0.019 0.254 0.146 0.0450
H 16.3854 -6.8960 -19.6554 -0.161 -0.029 -0.162 0.0721
H 16.5376 -8.1495 -20.7480 -0.104 0.197 -0.081 0.0715
O 20.7690 -2.0558 -22.1470 0.133 -0.043 -0.100 -0.0861
H 20.7164 -2.1133 -23.1115 -0.331 0.064 0.040 -0.0217
H 20.7492 -2.9765 -21.8565 0.035 0.020 0.209 -0.0205
O 20.3802 -4.7387 -20.8985 0.091 0.289 -0.248 -0.0399
H 20.5391 -5.2933 -20.1318 0.074 -0.082 -0.025 0.0042
H 19.4719 -4.9235 -21.1512 -0.023 -0.023 0.001 0.0282

[4]
94
Properties=species:S:1:pos:R:3:forces:R:3:lowdin_charge:R:1 method="wB97M-V/def2-TZVPD" gap_ev=6.877 multiplicity=1 lumo_energy_ev=-3.17 charge=+1
C -4.3279 -0.1384 5.4372 -0.072 0.148 0.004 -0.1640
C -3.3979 0.9504 4.9015 -0.009 0.032 0.117 -0.5238
S -2.9489 0.5490 3.1910 -0.048 -0.208 -0.251 0.8869
C -1.3453 1.3859 2.9738 -0.222 -0.004 0.450 -0.4213
N -1.1311 1.6762 1.5679 -0.420 -0.178 0.256 -0.0722
C -0.8051 0.7467 0.6832 0.311 -0.124 -0.120 -0.3635
N -0.4764 -0.5341 0.9372 0.297 -0.190 -0.054 0.2325
N -0.9220 1.1648 -0.6019 -0.137 0.423 0.585 0.1504
C -1.4707 2.5456 -0.5777 0.035 0.365 -0.109 -0.3146
C -0.3769 3.5556 -0.8828 0.146 -0.124 0.314 -0.0394
C -2.0773 2.5610 0.8324 0.092 -0.144 -0.171 -0.6002
S -2.4025 4.1280 1.6440 0.281 0.136 -0.065 0.8557
H -4.3417 -0.0979 6.5267 -0.021 -0.032 -0.039 0.0797
H -4.0091 -1.1321 5.1224 0.049 0.023 0.095 0.0596
H -5.3498 0.0195 5.0906 0.050 -0.060 -0.047 0.0760
H -2.4885 1.0130 5.4999 0.021 -0.057 -0.062 0.0792
H -3.8984 1.9176 4.9210 0.113 0.040 0.029 0.0757
H -1.3370 2.3326 3.5128 -0.048 -0.021 -0.029 0.0796
H -0.5385 0.7676 3.3660 0.071 0.029 -0.219 0.0879
H 0.2802 -0.8604 1.5188 -0.318 0.248 0.440 0.1148
H -0.9781 -1.2266 0.3988 0.466 0.077 -0.362 0.1261
H -0.0029 1.0845 -1.0326 -0.388 -0.419 -0.658 0.1593
H -2.3014 2.6741 -1.2712 0.163 -0.342 -0.218 0.1500
H 0.2253 3.1870 -1.7173 -0.081 0.164 -0.083 0.0795
H -0.7889 4.5287 -1.1399 0.003 -0.034 -0.001 0.0880
H 0.2902 3.6804 -0.0253 -0.006 0.016 -0.042 0.0894
H -3.0070 1.9885 0.7807 -0.134 0.244 0.134 0.0932
H -3.6227 4.2442 1.1072 -0.062 -0.008 0.087 -0.0966
C 4.3830 -3.2216 5.2652 -0.001 0.018 0.011 -0.0859
C 2.8882 -2.9986 5.4294 0.031 -0.023 0.025 -0.2696
N 2.1825 -2.9295 4.1574 0.007 0.025 -0.070 -0.2037
C 0.8352 -2.4180 4.2739 -0.113 0.163 0.011 -0.2694
C -0.2061 -3.2186 5.0633 -0.113 0.042 -0.026 -0.0723
C 2.3576 -4.0774 3.2778 0.047 -0.080 -0.052 -0.2471
C 1.9820 -5.4598 3.8204 -0.021 -0.006 -0.046 -0.0756
H 4.8117 -2.4802 4.5898 -0.004 -0.008 -0.011 0.0804
H 4.8768 -3.1305 6.2327 0.001 -0.003 -0.001 0.0766
H 4.6110 -4.2144 4.8770 -0.003 -0.002 -0.004 0.0673
H 2.7271 -2.0432 5.9366 -0.027 0.000 -0.007 0.1169
H 2.4832 -3.7734 6.0974 -0.008 0.005 -0.005 0.1057
H 0.4465 -2.2585 3.2588 0.009 -0.081 -0.018 0.0848
H 0.9074 -1.4203 4.7249 0.047 -0.028 0.048 0.1046
H -0.5340 -4.1119 4.5339 0.053 -0.015 0.005 0.0608
H -1.0877 -2.5925 5.2221 -0.017 -0.028 0.008 0.0625
H 0.1614 -3.5178 6.0447 0.053 0.017 -0.013 0.0741
H 3.4042 -4.1033 2.9678 0.014 0.023 0.042 0.1031
H 1.7905 -3.8792 2.3627 -0.032 0.012 0.022 0.1079
H 2.4026 -5.6304 4.8120 0.015 0.001 -0.004 0.0696
H 2.3823 -6.2314 3.1610 -0.006 0.000 -0.004 0.0760
H 0.9048 -5.6085 3.8793 0.005 0.019 0.050 0.0562
C -3.9178 -1.6132 -5.7374 -0.018 0.010 -0.011 -0.0860
C -4.6090 -0.9711 -4.5447 0.019 -0.017 -0.029 -0.2727
N -4.6181 -1.8237 -3.3673 0.021 0.059 0.057 -0.1995
C -5.5305 -1.3801 -2.3294 -0.087 -0.029 0.031 -0.2431
C -5.2507 -0.0357 -1.6403 -0.003 -0.009 0.029 -0.0874
C -3.3199 -2.2904 -2.9185 0.032 -0.041 -0.053 -0.2409
C -2.2734 -1.2220 -2.5757 0.095 -0.153 0.135 -0.0968
H -4.3363 -2.6000 -5.9369 0.009 -0.006 0.011 0.0838
H -4.0602 -0.9946 -6.6236 0.002 -0.001 0.000 0.0758
H -2.8428 -1.7196 -5.5852 0.002 -0.004 0.005 0.0644
H -5.6526 -0.7769 -4.8045 -0.005 0.009 0.024 0.1199
H -4.1516 0.0147 -4.3567 -0.009 0.002 0.001 0.0998
H -5.5848 -2.1650 -1.5703 0.029 -0.005 -0.004 0.1133
H -6.5267 -1.3302 -2.7772 0.017 0.022 -0.032 0.1139
H -4.3965 -0.0934 -0.9625 0.012 0.004 -0.015 0.0402
H -6.1177 0.2577 -1.0456 -0.003 -0.003 -0.002 0.0723
H -5.0645 0.7583 -2.3657 0.002 -0.007 -0.009 0.0650
H -2.9029 -2.9450 -3.6866 -0.028 0.040 -0.049 0.1057
H -3.4830 -2.9344 -2.0503 -0.023 0.034 0.019 0.1152
H -2.1959 -0.4570 -3.3498 -0.016 -0.004 -0.011 0.0685
H -1.2879 -1.6877 -2.4806 0.004 -0.006 -0.020 0.0719
H -2.4963 -0.7242 -1.6326 -0.053 0.062 -0.048 0.0193
C 4.0890 3.7306 -5.9478 -0.027 0.005 -0.005 -0.0862
C 3.6614 3.5200 -4.5040 0.023 0.026 -0.014 -0.2762
N 4.1300 2.2593 -3.9520 -0.004 0.035 0.019 -0.2018
C 3.4866 1.8934 -2.7103 -0.088 -0.069 0.047 -0.2646
C 3.7002 2.7913 -1.4837 -0.080 -0.067 0.039 -0.0864
C 5.5681 2.0366 -4.0185 0.092 -0.039 -0.053 -0.2409
C 6.4826 3.0738 -3.3583 0.018 -0.036 0.011 -0.0778
H 3.8084 2.8733 -6.5605 0.015 -0.009 0.005 0.0821
H 3.6007 4.6175 -6.3523 0.003 0.001 0.000 0.0749
H 5.1646 3.8821 -6.0391 0.004 -0.004 0.004 0.0674
H 2.5675 3.5004 -4.4607 0.000 -0.009 0.023 0.1122
H 3.9776 4.3919 -3.9096 -0.005 -0.004 0.002 0.1029
H 3.7894 0.8719 -2.4614 0.040 0.011 -0.008 0.1111
H 2.4081 1.8434 -2.9153 0.002 0.036 -0.025 0.0934
H 4.7000 2.6898 -1.0657 0.015 0.031 -0.036 0.0585
H 2.9931 2.5040 -0.6984 0.018 0.021 0.024 0.0525
H 3.5274 3.8433 -1.7138 0.005 0.000 -0.008 0.0687
H 5.8448 1.9562 -5.0715 -0.038 0.028 -0.013 0.1040
H 5.7659 1.0495 -3.5932 -0.025 0.009 0.030 0.1146
H 6.2080 4.0919 -3.6382 0.002 -0.001 -0.015 0.0676
H 7.5106 2.9135 -3.6862 0.002 -0.004 0.007 0.0755
H 6.4751 3.0072 -2.2711 -0.036 0.033 -0.002 0.0549

Total energy (computed, eV): -12786.735 -8884.157 -27749.930 -57518.766